The following is a quantum chemistry calculation of a single C10H19N3S molecule, from the Open Molecules 2025 dataset.

Computed properties:
- molecular weight (u) = 213.35
- SMILES = CCCCCCCCc1nc(=S)[nH][nH]1
- ΔE to the lowest compared entry with this formula, charge and spin (kcal per mole) = 20.5
- frontier orbital gap (eV) = 8.22
- E_LUMO (eV) = 0.3
- multiplicity = 1
- HOMO level (eV) = -7.90

XYZ file:
```
33
Properties=species:S:1:pos:R:3:lowdin_charge:R:1
C 4.1312 0.5795 -1.3909 -0.11
C 3.9247 0.6169 0.1187 -0.27
C 2.5634 1.1808 0.5294 -0.22
C 1.3541 0.3626 0.0692 -0.22
C 1.2597 -1.0008 0.7498 -0.21
C 0.1135 -1.8768 0.2390 -0.20
C -1.2857 -1.3103 0.5137 -0.19
C -1.8818 -0.5857 -0.7038 -0.12
C -3.2092 -0.0197 -0.3669 -0.34
N -4.3548 -0.5433 -0.6664 0.13
C -5.3280 0.2586 -0.1448 -0.95
S -6.9457 0.0536 -0.1799 0.56
N -4.7075 1.3506 0.4442 0.03
N -3.3426 1.1033 0.3955 0.09
H 5.1496 0.2768 -1.6231 0.07
H 3.9598 1.5629 -1.8238 0.07
H 3.4553 -0.1286 -1.8634 0.06
H 4.6975 1.2482 0.5639 0.10
H 4.0522 -0.3862 0.5284 0.10
H 2.5346 1.2637 1.6190 0.11
H 2.4730 2.1908 0.1205 0.11
H 1.3926 0.2280 -1.0129 0.11
H 0.4576 0.9418 0.3025 0.10
H 2.1908 -1.5455 0.5867 0.10
H 1.1490 -0.8563 1.8275 0.12
H 0.1998 -2.8488 0.7280 0.11
H 0.2343 -2.0427 -0.8330 0.11
H -1.9659 -2.1209 0.7787 0.12
H -1.2430 -0.6272 1.3648 0.11
H -1.2146 0.2114 -1.0344 0.11
H -2.0174 -1.2972 -1.5178 0.13
H -5.1132 1.9013 1.1845 0.14
H -2.6831 1.8592 0.4969 0.16
```


The following is a quantum chemistry calculation of 2 unconnected molecules or ions with the total composition C10H19N3S at a distorted geometry, from the Open Molecules 2025 dataset.

Computed properties:
- molecular weight (u) = 213.35
- ΔE to the lowest compared entry with this formula, charge and spin (kcal per mole) = 96.5
- frontier orbital gap (eV) = 7.23
- charge = +2
- E_LUMO (eV) = -8.7
- multiplicity = 1
- HOMO level (eV) = -15.90

XYZ file:
```
33
Properties=species:S:1:pos:R:3:lowdin_charge:R:1
C 2.0123 -1.1357 0.3082 -0.09
C 3.3564 -0.7971 0.3810 -0.26
C 3.5272 0.4637 -0.2638 -0.45
C -1.4027 -0.0991 -1.1897 -0.21
C -1.1421 0.9127 0.8861 -0.13
C -2.8146 -0.5905 -0.9772 -0.09
C -2.6560 0.5830 1.0685 -0.10
C 4.4472 -1.7150 0.7676 -0.03
C 4.7899 1.1997 -0.5605 -0.08
C -4.9976 0.2980 0.1227 0.10
N 1.2724 -0.1117 -0.0801 -0.31
N -0.7814 -0.2436 0.0768 0.07
N -3.4858 0.4710 -0.1302 -0.13
S 2.0379 1.1634 -0.7972 1.14
H 1.3340 -1.9180 0.5990 0.15
H -0.9941 -0.9363 -1.8842 0.19
H -1.4581 0.9102 -1.5835 0.13
H -0.8615 1.8082 0.2246 0.15
H -0.8789 0.9874 1.9659 0.16
H -3.2599 -0.6337 -1.9753 0.15
H -2.8020 -1.5798 -0.5129 0.16
H -2.7932 -0.3160 1.5808 0.13
H -3.0230 1.3851 1.7034 0.16
H 4.1075 -2.7882 1.0570 0.13
H 4.9748 -2.0609 -0.1120 0.09
H 5.1048 -1.2960 1.5328 0.10
H 5.5135 0.9728 0.3269 0.14
H 5.3512 0.7994 -1.3662 0.08
H 4.6922 2.3220 -0.7974 0.12
H -5.3633 1.0807 0.6318 0.07
H -5.4194 0.1181 -0.9504 0.17
H -5.0075 -0.5530 0.7310 0.09
H -3.3801 1.2992 -0.7835 0.21
```


The following is a quantum chemistry calculation of a single C10H19N5O molecule at a distorted geometry, from the Open Molecules 2025 dataset.

Computed properties:
- molecular weight (u) = 225.30
- SMILES = CCCCCC(=O)Nc1nnn(CCC)n1
- ΔE to the lowest compared entry with this formula, charge and spin (kcal per mole) = 1.3
- frontier orbital gap (eV) = 10.17
- E_LUMO (eV) = 0.8
- multiplicity = 1
- HOMO level (eV) = -9.33

XYZ file:
```
35
Properties=species:S:1:pos:R:3:lowdin_charge:R:1
C -4.4630 -2.8571 -0.1834 -0.12
C -3.9017 -1.9527 0.9080 -0.27
C -3.6373 -0.5248 0.4296 -0.22
C -2.5043 -0.4361 -0.5904 -0.20
C -2.1869 1.0158 -0.9766 -0.12
C -1.6770 1.7881 0.2067 -0.47
O -2.3462 2.5402 0.8762 0.08
N -0.3561 1.5963 0.5601 0.17
C 0.6460 0.9100 -0.0557 -0.38
N 0.5587 0.1461 -1.1623 0.08
N 1.7487 -0.2974 -1.3885 0.07
N 2.5308 0.1747 -0.4617 -0.22
C 3.9242 -0.1354 -0.3632 -0.15
C 4.1747 -1.1662 0.7397 -0.24
C 5.6576 -1.4891 0.8574 -0.11
N 1.8968 0.9387 0.4073 0.18
H -4.7146 -3.8324 0.2274 0.07
H -3.7396 -3.0032 -0.9811 0.06
H -5.3647 -2.4226 -0.6095 0.07
H -2.9738 -2.3822 1.2933 0.11
H -4.6150 -1.9143 1.7346 0.10
H -4.5504 -0.1183 -0.0108 0.12
H -3.3894 0.0952 1.2938 0.11
H -2.7795 -0.9707 -1.4997 0.11
H -1.6049 -0.9068 -0.1898 0.10
H -3.0967 1.5062 -1.3256 0.13
H -1.4365 1.0144 -1.7664 0.10
H -0.0554 2.1167 1.3768 0.16
H 4.2322 -0.5255 -1.3351 0.13
H 4.4650 0.7884 -0.1428 0.13
H 3.8043 -0.7658 1.6853 0.11
H 3.6145 -2.0751 0.5112 0.11
H 5.8208 -2.2236 1.6411 0.07
H 6.0362 -1.8945 -0.0779 0.07
H 6.2262 -0.5949 1.1009 0.07
```